Density functional theory data (the ωB97M-V functional and the def2-TZVPD basis) for a cluster of 13 separate species, C39H104O39S13 in total.

Output
LUMO energy (hartree): -0.003
E_tot (eV): -262830.7696
Energy relative to the best compared isomer or geometry (same formula, charge and spin) (kcal/mol): 112.3

Cartesian coordinates (Å):
O: -13.08328 -1.58344 -26.51357
S: -13.76943 -1.59121 -27.78598
O: -14.94060 -0.79019 -28.00347
O: -12.70145 -1.36244 -29.02271
C: -13.14659 -1.37818 -30.42512
C: -11.86292 -1.30184 -31.22148
C: -14.27066 -3.27680 -28.14568
H: -13.66375 -0.45655 -30.68982
H: -13.70522 -2.30311 -30.53073
H: -11.23308 -2.17036 -31.03396
H: -11.29776 -0.40872 -30.96384
H: -12.18798 -1.24215 -32.26186
H: -15.06790 -3.19818 -28.88572
H: -14.75768 -3.76674 -27.30442
H: -13.47372 -3.89439 -28.55038
O: -17.99231 3.54888 -25.99148
S: -17.49699 4.71938 -25.33621
O: -16.39276 5.52472 -25.80413
O: -18.77151 5.74480 -25.25732
C: -20.05757 5.30886 -25.69967
C: -21.07573 6.43367 -25.52939
C: -17.34164 4.42029 -23.54459
H: -20.45092 4.46974 -25.11435
H: -19.95594 4.88130 -26.69701
H: -21.54514 6.37882 -24.54342
H: -21.96682 6.29140 -26.13998
H: -20.52836 7.37055 -25.61274
H: -16.32715 4.66974 -23.25546
H: -17.65848 3.38318 -23.48960
H: -18.04902 5.08375 -23.05796
O: -15.13754 -2.77675 -17.53038
S: -13.79028 -3.06066 -17.92304
O: -12.74812 -2.06481 -17.93083
O: -13.26268 -4.28853 -17.01364
C: -11.91351 -4.67190 -17.16263
C: -10.76313 -3.81879 -16.53196
C: -13.83702 -3.80508 -19.55581
H: -11.71814 -4.91463 -18.21013
H: -11.66878 -5.61673 -16.67185
H: -10.44367 -3.14903 -17.32374
H: -9.87464 -4.40948 -16.31533
H: -11.13082 -3.29112 -15.65528
H: -14.21298 -4.82336 -19.45932
H: -12.84794 -3.73104 -19.99744
H: -14.63697 -3.33763 -20.12547
O: -10.82881 5.25709 -20.38098
S: -11.10382 4.25624 -21.38234
O: -10.68243 4.37425 -22.74315
O: -10.55164 2.83417 -20.79770
C: -10.81800 2.32421 -19.49261
C: -11.38351 0.93003 -19.58531
C: -12.91198 3.92598 -21.37096
H: -11.47083 3.01751 -18.95555
H: -9.89511 2.32719 -18.90780
H: -11.56727 0.52259 -18.59468
H: -10.66372 0.32713 -20.14533
H: -12.28724 0.92843 -20.19960
H: -13.19006 3.72652 -20.34301
H: -13.09181 3.11368 -22.07055
H: -13.31640 4.83514 -21.81360
O: -7.42902 0.18662 -22.64012
S: -6.73086 0.98238 -23.63343
O: -5.51230 0.54514 -24.27383
O: -7.73678 1.35356 -24.87114
C: -9.15032 1.27191 -24.66337
C: -9.68485 -0.06432 -25.20897
C: -6.54873 2.67065 -22.93894
H: -9.61979 2.13915 -25.12061
H: -9.38247 1.27351 -23.59695
H: -9.40004 -0.87129 -24.53061
H: -9.27901 -0.26351 -26.20144
H: -10.76362 -0.20551 -25.30571
H: -5.95630 3.20597 -23.67910
H: -5.96618 2.52030 -22.03655
H: -7.56923 3.03931 -22.97788
O: -18.69859 -5.10110 -26.07419
S: -17.28189 -5.27983 -25.89565
O: -16.46381 -5.52220 -27.05955
O: -16.65231 -4.02380 -25.02362
C: -17.42176 -2.89037 -24.59479
C: -18.50744 -3.32200 -23.57986
C: -16.93591 -6.58807 -24.69368
H: -17.88696 -2.48870 -25.49827
H: -16.70822 -2.21142 -24.13448
H: -19.20945 -2.48912 -23.52849
H: -18.01579 -3.50588 -22.62424
H: -19.01842 -4.23074 -23.87504
H: -16.75209 -7.43931 -25.35159
H: -17.80824 -6.91012 -24.12783
H: -16.10198 -6.30126 -24.06256
O: -11.50236 7.40562 -28.70795
S: -10.44659 6.63357 -28.11897
O: -9.54298 7.20060 -27.16607
O: -11.11908 5.28488 -27.41067
C: -12.35235 5.59910 -26.73498
C: -12.98459 4.33674 -26.22250
C: -9.53476 5.87354 -29.53920
H: -12.93417 5.98000 -27.57972
H: -12.28675 6.41661 -26.01469
H: -12.61995 3.39790 -26.64713
H: -14.07160 4.34680 -26.21550
H: -12.61975 4.14641 -25.20522
H: -8.65250 5.32296 -29.22155
H: -9.28536 6.60914 -30.29953
H: -10.20624 5.15507 -30.01015
O: -13.22841 4.47251 -30.14559
S: -14.53741 4.92111 -30.55568
O: -14.76649 5.19765 -31.95161
O: -15.70389 3.87030 -30.11339
C: -15.47028 3.02812 -28.96848
C: -16.62325 2.05419 -28.90396
C: -15.09930 6.29585 -29.46300
H: -15.33221 3.67728 -28.09684
H: -14.51692 2.49505 -28.99719
H: -16.38440 1.08036 -29.32616
H: -17.57284 2.43636 -29.27656
H: -16.89450 1.84270 -27.86350
H: -14.24159 6.53536 -28.83994
H: -16.03358 6.05883 -28.97330
H: -15.14052 7.12691 -30.16800
O: -15.89293 1.86441 -22.52606
S: -14.97979 1.24632 -23.47674
O: -13.79711 1.94424 -23.87126
O: -14.63493 -0.20366 -22.85553
C: -13.48928 -0.93529 -23.29646
C: -12.91453 -1.66522 -22.10158
C: -15.93614 0.66574 -24.90354
H: -12.77753 -0.35802 -23.88936
H: -13.79586 -1.72176 -23.99200
H: -13.18020 -1.20116 -21.15245
H: -11.82975 -1.79704 -22.07192
H: -13.25183 -2.70225 -22.16062
H: -16.87202 0.15803 -24.69889
H: -15.24601 0.05848 -25.49484
H: -16.13393 1.49433 -25.58814
O: -10.04616 -5.26049 -20.09486
S: -9.65319 -3.92912 -20.46196
O: -10.54672 -3.02187 -21.12336
O: -9.00088 -3.19490 -19.17921
C: -8.46351 -1.87459 -19.21441
C: -8.53645 -1.22478 -17.84238
C: -8.15496 -3.99600 -21.40919
H: -9.08532 -1.33270 -19.93254
H: -7.43445 -1.83463 -19.58346
H: -8.04321 -0.25407 -17.81137
H: -8.16889 -1.77220 -16.97505
H: -9.60582 -1.07406 -17.67189
H: -7.41013 -4.67739 -21.00326
H: -7.70356 -3.00872 -21.49035
H: -8.38416 -4.33341 -22.42063
O: -14.81188 6.53573 -20.47272
S: -16.15946 6.19308 -20.09880
O: -16.66297 6.56513 -18.79116
O: -17.23259 6.77105 -21.23534
C: -17.06461 8.15692 -21.52894
C: -17.83542 8.46246 -22.82210
C: -16.54512 4.39652 -20.36408
H: -16.03551 8.51405 -21.59678
H: -17.50812 8.65618 -20.65980
H: -17.26085 8.04533 -23.65216
H: -18.12806 9.49523 -22.97203
H: -18.70130 7.79453 -22.80364
H: -17.61976 4.44516 -20.50931
H: -16.26326 3.93772 -19.42093
H: -15.91504 4.11401 -21.19852
O: -14.40435 2.66666 -18.77703
S: -14.26638 1.93464 -17.53986
O: -12.97395 1.73127 -16.91977
O: -15.25531 2.64738 -16.45579
C: -15.47329 2.03301 -15.20168
C: -14.40703 2.42613 -14.16978
C: -14.89658 0.28814 -17.81451
H: -15.67994 0.96201 -15.28346
H: -16.43727 2.36992 -14.80665
H: -14.01743 1.52183 -13.70199
H: -14.69644 3.07856 -13.34580
H: -13.66313 2.99543 -14.72405
H: -14.53167 -0.36958 -17.03264
H: -14.31602 -0.03800 -18.67821
H: -15.96746 0.34164 -17.98245
O: -13.42804 -5.50020 -24.13047
S: -13.97577 -6.00699 -22.89367
O: -14.80898 -5.17847 -22.01635
O: -14.76278 -7.41826 -23.15248
C: -15.59833 -7.98486 -22.13873
C: -15.54553 -9.48554 -22.24624
C: -12.57873 -6.62714 -21.86495
H: -16.63269 -7.67669 -22.31087
H: -15.33285 -7.59446 -21.15562
H: -15.92360 -9.98236 -21.34597
H: -14.53451 -9.90667 -22.20132
H: -16.01768 -10.00313 -23.07896
H: -11.82836 -5.84579 -22.01372
H: -12.15790 -7.55866 -22.22630
H: -12.76638 -6.53186 -20.79830

Force components x, y, z for each atom (eV/Å):
O -0.071 0.645 -1.382
S 0.287 -1.856 -1.059
O 0.370 0.535 0.225
O -0.742 0.377 1.802
C 0.977 0.504 0.887
C -0.316 -0.544 -0.046
C -0.600 0.070 -0.322
H -0.748 -0.280 0.515
H -0.210 0.172 -0.573
H 0.007 -0.028 -0.240
H -0.131 0.076 0.007
H 0.427 -0.106 -0.127
H 0.144 0.078 -0.149
H 0.354 0.253 0.339
H 0.229 0.167 0.242
O 0.683 -0.436 -0.379
S -1.009 2.241 1.377
O -0.745 -1.065 0.040
O 0.728 -0.011 -0.059
C -1.032 -1.067 -0.101
C 0.280 -0.380 0.597
C -0.278 0.054 -1.537
H 0.548 -0.109 0.259
H -0.145 0.542 -0.237
H 0.572 0.148 0.295
H 0.466 0.331 -0.742
H -0.587 0.276 -0.392
H 0.050 -0.401 0.046
H 0.429 -0.069 0.631
H 0.056 0.029 -0.007
O 0.572 -0.073 0.370
S 0.869 -0.928 -0.917
O -0.695 0.001 0.165
O -0.954 0.772 0.440
C 2.766 -1.143 0.213
C -1.027 0.622 -1.500
C -0.610 -0.191 0.689
H 0.095 0.429 -0.092
H -1.542 -0.350 0.134
H -0.011 0.579 0.519
H -0.324 -0.389 0.227
H 0.171 0.074 0.027
H 0.401 -0.123 0.202
H -0.129 -0.021 -0.190
H 0.379 0.535 -0.085
O 0.156 -0.392 -0.860
S -1.928 -0.918 1.922
O 0.535 -0.241 0.383
O 0.473 0.484 -1.746
C -0.363 0.796 0.981
C 0.255 0.139 -0.792
C 1.739 0.459 -0.689
H -0.193 -0.125 -0.075
H 0.173 -0.009 -0.280
H -0.027 -0.087 -0.049
H -0.013 -0.227 0.210
H -0.181 0.032 0.248
H -0.282 0.119 -0.071
H 0.073 -0.148 0.243
H -0.265 0.099 0.431
O 0.613 0.218 -0.873
S -0.387 1.118 -0.580
O -1.066 0.153 0.808
O 0.961 -0.531 0.751
C -1.307 -1.009 0.374
C 0.271 -0.260 -0.099
C 0.461 -1.661 -1.606
H 0.224 0.068 -0.145
H 0.117 0.369 0.046
H 0.379 0.012 -0.100
H 0.137 -0.016 0.047
H -0.107 0.776 0.105
H 0.018 0.050 0.052
H -0.548 0.433 0.408
H 0.054 0.262 0.928
O 0.547 0.119 0.049
S 0.141 0.444 1.059
O -0.273 0.517 1.004
O 0.491 -1.455 -1.070
C -1.541 -1.091 -0.180
C 0.994 0.643 -0.250
C -0.682 -0.042 -1.225
H 0.083 0.428 0.227
H 0.055 0.030 -0.212
H -0.147 -0.171 0.378
H -0.215 0.149 0.149
H -0.135 0.110 -0.246
H 0.643 -0.007 0.195
H -0.228 0.759 0.081
H -0.509 -0.061 -0.634
O 0.033 0.138 0.278
S 0.288 -1.799 -0.610
O -0.166 0.064 -0.344
O 1.614 1.323 -0.418
C -1.196 0.144 -1.994
C 0.961 -0.949 1.600
C -0.671 -0.546 0.701
H -0.449 0.086 0.528
H 0.438 -0.309 0.212
H -0.150 0.379 -0.960
H 0.030 0.216 -0.041
H -0.442 0.356 0.247
H 0.022 0.259 0.318
H -0.056 0.418 0.436
H -0.246 0.107 0.193
O -0.747 0.020 0.018
S -0.950 0.010 0.545
O -0.059 -0.033 1.131
O 1.283 -0.021 -0.973
C 0.250 0.119 0.450
C -0.535 -0.372 1.173
C 1.523 0.019 -1.672
H -0.624 -0.007 0.126
H -0.013 0.029 -0.621
H -0.025 0.177 -0.356
H 0.283 0.212 -0.500
H 0.378 0.023 0.075
H -0.300 -0.211 0.406
H 0.071 -0.007 0.058
H -0.552 0.091 0.138
O 1.115 -0.680 -0.904
S -2.194 -1.104 0.601
O -0.052 -0.277 -0.216
O -0.339 1.507 -0.025
C 0.770 -1.138 -0.655
C 0.636 -0.507 0.072
C 1.143 0.864 -0.832
H -0.123 0.560 0.517
H -0.445 0.290 -0.136
H -0.207 -0.041 -0.026
H -0.279 0.657 -0.496
H -0.352 0.111 0.464
H 0.184 -0.029 0.579
H -0.089 -0.348 0.253
H -0.112 0.310 0.398
O -0.220 0.853 0.290
S 2.557 1.089 -0.101
O -0.054 -0.674 0.545
O -0.795 -1.867 0.410
C 0.261 1.132 -0.482
C -1.196 0.044 0.104
C 0.166 -0.362 -0.893
H 0.188 0.350 0.173
H -0.047 -0.594 -0.091
H -0.005 0.013 -0.383
H 0.239 -0.473 -0.407
H 0.086 0.271 0.336
H -0.308 -0.072 0.382
H -0.293 0.128 0.079
H -0.182 0.023 0.035
O -0.737 -0.113 -0.033
S -1.290 -0.813 0.368
O 0.491 -0.068 -1.129
O 1.776 -1.022 0.466
C -0.993 1.673 0.318
C 0.297 -1.765 0.375
C 0.611 2.449 0.538
H 0.175 -0.623 -0.012
H -0.002 0.359 -0.265
H 0.121 0.523 -0.201
H 0.165 0.045 0.077
H -0.383 0.468 0.045
H 0.025 -0.498 -0.249
H 0.031 -0.188 -0.161
H -0.311 -0.498 -0.034
O 0.019 -0.056 1.220
S 0.399 -0.700 0.655
O -0.759 0.687 -0.453
O 0.251 -0.193 -1.942
C -0.847 -0.017 1.915
C 0.300 -0.344 -0.250
C 0.501 0.630 0.067
H 0.739 -0.092 -0.260
H -0.030 0.476 -0.636
H 0.487 0.159 -0.182
H -0.681 -0.019 -0.242
H 0.447 -0.401 0.213
H -0.538 0.173 0.351
H -0.346 0.168 -0.304
H 0.018 -0.341 -0.029
O -1.191 -0.901 1.074
S 0.740 -0.442 2.140
O 0.820 -0.946 -1.550
O 1.261 1.059 -0.599
C -0.792 -0.192 0.133
C 0.994 -1.552 1.023
C 0.043 1.681 -0.698
H 0.121 0.280 -0.051
H 0.234 -0.235 -0.001
H -0.592 0.502 0.029
H 0.262 0.579 -0.370
H -0.231 0.685 -0.276
H 0.076 -0.074 -0.226
H -0.355 -0.158 0.068
H -0.524 -0.599 -0.064